Entry 1:
{
  "formula": "C42H97N3O8",
  "method": "ωB97M-V with the def2-TZVPD basis set",
  "species": ["C", "C", "C", "C", "C", "C", "C", "C", "C", "N", "O", "H", "H", "H", "H", "H", "H", "H", "H", "H", "H", "H", "H", "H", "H", "H", "H", "H", "H", "H", "C", "C", "C", "C", "C", "C", "C", "C", "C", "N", "O", "H", "H", "H", "H", "H", "H", "H", "H", "H", "H", "H", "H", "H", "H", "H", "H", "H", "H", "H", "C", "C", "C", "C", "C", "C", "C", "C", "C", "N", "O", "H", "H", "H", "H", "H", "H", "H", "H", "H", "H", "H", "H", "H", "H", "H", "H", "H", "H", "H", "C", "C", "C", "O", "H", "H", "H", "H", "H", "H", "H", "H", "C", "C", "C", "O", "H", "H", "H", "H", "H", "H", "H", "H", "C", "C", "C", "O", "H", "H", "H", "H", "H", "H", "H", "H", "C", "C", "C", "O", "H", "H", "H", "H", "H", "H", "H", "H", "C", "C", "C", "O", "H", "H", "H", "H", "H", "H", "H", "H"],
  "positions_angstrom": [[29.89286, 5.01625, 3.21354], [30.88242, 4.58703, 4.32309], [31.07095, 3.06450, 4.30137], [32.24956, 5.24144, 4.05449], [32.28798, 6.74669, 4.18070], [31.86618, 7.14801, 5.59387], [30.60115, 6.42813, 6.11088], [30.58052, 6.54982, 7.62648], [29.41822, 7.27302, 5.57324], [30.59111, 5.05829, 5.68099], [29.41257, 4.41268, 6.19949], [28.91331, 4.89065, 3.69110], [29.95015, 6.03960, 2.85650], [29.98846, 4.34009, 2.36614], [32.06538, 2.86628, 3.89512], [31.02426, 2.56396, 5.26645], [30.39566, 2.57657, 3.59898], [32.99388, 4.73201, 4.68427], [32.66509, 4.88194, 3.09960], [33.29088, 7.09471, 3.92641], [31.65102, 7.20949, 3.42256], [31.68219, 8.22068, 5.49307], [32.71975, 7.03472, 6.26599], [31.42313, 6.02196, 8.08499], [29.69510, 6.00990, 7.96873], [30.59246, 7.56759, 8.00916], [29.30463, 7.07586, 4.49981], [29.47770, 8.35200, 5.67844], [28.43410, 6.89211, 5.87607], [29.72687, 3.51947, 6.37242], [25.49901, 10.45392, 17.66471], [26.13431, 10.41407, 16.27240], [25.46378, 9.31835, 15.44053], [25.82972, 11.72491, 15.52228], [26.65810, 12.91724, 15.95413], [28.13801, 12.56079, 15.96264], [28.52996, 11.23562, 16.65234], [29.93458, 10.92722, 16.15963], [28.51990, 11.52704, 18.17768], [27.57240, 10.22447, 16.25982], [27.99456, 8.93609, 16.59744], [25.67738, 11.34157, 18.27410], [24.43857, 10.21454, 17.58892], [25.96373, 9.68887, 18.30098], [26.06072, 8.93152, 14.61980], [25.31841, 8.45886, 16.10697], [24.48859, 9.64456, 15.08174], [25.70598, 11.59333, 14.44200], [24.76610, 11.93035, 15.73074], [26.47456, 13.71943, 15.23766], [26.34654, 13.23287, 16.95177], [28.65761, 13.36560, 16.50253], [28.58566, 12.71998, 14.97452], [30.24635, 9.97475, 16.60167], [30.65963, 11.68786, 16.43185], [29.91248, 10.74174, 15.08386], [29.51668, 11.83777, 18.49657], [28.02895, 10.74413, 18.74985], [27.93909, 12.42595, 18.42012], [28.24599, 8.60667, 15.73099], [25.78104, 2.51441, 6.87144], [25.45427, 4.02242, 6.89084], [26.13521, 4.62574, 8.12975], [25.88905, 4.58734, 5.54934], [25.38584, 5.98101, 5.25050], [23.87952, 6.04818, 5.42582], [23.35354, 5.46346, 6.72929], [23.63956, 6.46986, 7.87356], [21.85123, 5.25633, 6.61642], [23.99941, 4.15133, 6.95577], [23.48109, 3.59073, 8.17518], [25.35653, 2.06022, 5.98088], [26.85564, 2.35181, 6.95260], [25.41908, 2.12020, 7.82530], [27.10326, 4.14643, 8.31261], [26.37569, 5.68255, 8.01843], [25.54069, 4.36354, 9.00447], [26.97527, 4.49878, 5.40935], [25.62582, 3.87098, 4.76021], [25.92467, 6.75749, 5.79902], [25.59205, 6.16175, 4.19073], [23.46928, 5.42262, 4.61045], [23.40072, 6.97054, 5.08364], [24.56898, 7.03701, 7.87268], [23.56870, 5.95067, 8.82933], [22.83818, 7.21021, 7.78604], [21.42514, 6.20626, 6.28495], [21.31698, 4.89863, 7.49387], [21.62982, 4.54577, 5.81249], [22.72460, 3.13119, 7.79816], [25.96264, 4.37552, 12.95743], [25.36800, 5.66677, 13.50242], [24.43290, 5.38926, 14.67837], [26.44296, 6.48045, 13.99431], [26.56337, 3.87797, 13.72418], [26.60629, 4.54256, 12.09296], [25.19252, 3.65804, 12.66292], [24.82187, 6.14484, 12.68944], [23.91027, 6.29556, 14.97757], [24.97195, 4.87616, 15.47290], [23.64933, 4.71322, 14.31883], [26.75537, 6.28109, 14.88108], [30.98002, 7.37569, 14.99272], [31.71418, 6.58402, 13.92926], [33.07569, 6.13245, 14.42090], [30.95928, 5.50916, 13.42060], [30.95932, 6.90610, 15.98205], [29.93043, 7.45442, 14.69352], [31.39618, 8.36678, 15.18286], [31.97444, 7.23264, 13.07573], [32.97737, 5.42416, 15.25469], [33.65013, 6.97410, 14.80690], [33.65789, 5.57375, 13.68692], [30.11317, 5.89697, 13.11545], [27.56178, 7.29826, 10.47780], [28.60213, 7.68732, 11.49731], [28.32636, 8.93271, 12.31970], [28.65883, 6.57696, 12.43668], [26.60369, 7.09842, 10.96508], [27.78468, 6.55246, 9.72072], [27.29946, 8.20078, 9.90046], [29.61882, 7.80344, 11.11786], [28.35001, 9.85916, 11.73777], [29.14205, 9.09839, 13.03130], [27.42139, 8.84564, 12.92178], [27.83645, 6.56830, 12.97078], [26.95295, 13.38855, 8.96360], [25.87042, 12.51331, 8.32432], [26.21606, 11.02620, 8.25616], [24.57915, 12.61642, 8.91029], [26.81377, 13.46434, 10.04125], [26.94911, 14.35594, 8.46382], [27.91031, 12.91136, 8.75640], [25.74651, 12.87486, 7.29352], [27.27454, 10.89864, 8.04088], [25.65489, 10.60854, 7.42141], [25.92980, 10.56560, 9.20064], [24.26329, 13.52304, 8.93174], [29.94943, 3.75670, 9.89461], [29.44853, 2.38518, 10.26276], [28.89531, 1.63605, 9.07510], [30.51758, 1.58034, 10.79556], [30.35718, 4.33230, 10.72905], [29.05628, 4.32684, 9.60564], [30.66391, 3.78025, 9.07235], [28.69481, 2.44159, 11.05850], [28.43963, 2.33806, 8.37455], [28.23718, 0.79177, 9.26022], [29.75433, 1.23073, 8.52615], [30.83846, 2.02825, 11.58513]],
  "homo_lumo_gap_ev": 8.647,
  "lumo_energy_ha": 0.0182,
  "total_energy_ha": -2424.4492,
  "homo_energy_ev": -8.2,
  "relative_energy_kj_mol": 54.8
}

=====

Entry 2:
{
  "formula": "C42H98N6O14",
  "method": "ωB97M-V with the def2-TZVPD basis set",
  "species": ["C", "C", "C", "C", "N", "H", "H", "H", "H", "H", "H", "H", "C", "C", "C", "C", "N", "H", "H", "H", "H", "H", "H", "H", "C", "C", "C", "C", "N", "H", "H", "H", "H", "H", "H", "H", "C", "C", "C", "C", "N", "H", "H", "H", "H", "H", "H", "H", "C", "C", "C", "C", "N", "H", "H", "H", "H", "H", "H", "H", "C", "C", "C", "C", "N", "H", "H", "H", "H", "H", "H", "H", "O", "C", "O", "C", "C", "C", "H", "H", "H", "H", "H", "H", "H", "H", "O", "C", "O", "C", "C", "C", "H", "H", "H", "H", "H", "H", "H", "H", "C", "O", "H", "H", "H", "H", "C", "O", "H", "H", "H", "H", "C", "O", "H", "H", "H", "H", "C", "O", "H", "H", "H", "H", "C", "O", "H", "H", "H", "H", "C", "O", "H", "H", "H", "H", "C", "O", "H", "H", "H", "H", "C", "O", "H", "H", "H", "H", "C", "O", "H", "H", "H", "H", "C", "O", "H", "H", "H", "H"],
  "positions_angstrom": [[16.00858, -14.18944, 13.15864], [15.12889, -14.26161, 11.90846], [14.56133, -12.88843, 11.52782], [14.07442, -12.14707, 12.70004], [13.77047, -11.47502, 13.58095], [15.34420, -13.83177, 14.01377], [16.81562, -13.50151, 13.07648], [16.47676, -15.17804, 13.34574], [14.25841, -14.93838, 12.05663], [15.67552, -14.64122, 11.02645], [13.77232, -12.94943, 10.79937], [15.37587, -12.29131, 11.09140], [8.31576, -16.05765, 17.51881], [7.88800, -15.49230, 18.86319], [8.71919, -14.28741, 19.23615], [10.14468, -14.68133, 19.24424], [11.25221, -14.99303, 19.20061], [9.39789, -16.04658, 17.41310], [7.91657, -15.50399, 16.60482], [7.90266, -17.08718, 17.55073], [7.87216, -16.25997, 19.62484], [6.81748, -15.21194, 18.80793], [8.51970, -13.74264, 20.16507], [8.59998, -13.58772, 18.35706], [12.93586, -17.29391, 23.59433], [11.89103, -18.37262, 23.43687], [12.29900, -19.84581, 23.29058], [13.16754, -19.99590, 22.08389], [13.79748, -20.16495, 21.12909], [13.65999, -17.45854, 24.36990], [12.45301, -16.34735, 23.88875], [13.47039, -17.11126, 22.59444], [11.23647, -18.04999, 22.59431], [11.37082, -18.31978, 24.35407], [11.39906, -20.45400, 23.17066], [12.80372, -20.18561, 24.19476], [8.56207, -13.56750, 12.55743], [9.66507, -14.02430, 13.52794], [10.82724, -14.75122, 12.81340], [11.38665, -14.01925, 11.63763], [11.69832, -13.31453, 10.82587], [7.72117, -13.20529, 13.14163], [8.36140, -14.44832, 11.93665], [8.84585, -12.72781, 11.95601], [9.17096, -14.65606, 14.26417], [9.95656, -13.11897, 14.08528], [10.60373, -15.78774, 12.46881], [11.68446, -14.90446, 13.47881], [12.35078, -12.30257, 22.75608], [12.91817, -13.65736, 22.54043], [13.66974, -13.89737, 21.21027], [14.59958, -12.91831, 20.80370], [15.25639, -12.14660, 20.23627], [11.83960, -12.38065, 23.68425], [11.56547, -12.02878, 22.02252], [13.07218, -11.50521, 22.72196], [12.12977, -14.44685, 22.56206], [13.62742, -13.85546, 23.37063], [12.93058, -14.07408, 20.35207], [14.24330, -14.81949, 21.29481], [9.89951, -11.31653, 16.59159], [11.34480, -11.00731, 16.84813], [12.00688, -11.87996, 17.91376], [11.26106, -11.64862, 19.16712], [10.55504, -11.54370, 20.07841], [9.72018, -12.23374, 16.04370], [9.43632, -10.51814, 16.03669], [9.32371, -11.30466, 17.52702], [11.52190, -10.00737, 17.10410], [11.98756, -11.11220, 15.94838], [13.03599, -11.60374, 18.15388], [11.99150, -12.95935, 17.70348], [16.42906, -17.75151, 18.19317], [16.37289, -18.82771, 17.66631], [16.28554, -18.99281, 16.32802], [16.40376, -17.80334, 15.50539], [17.08750, -18.19883, 14.21649], [16.45867, -20.07574, 18.43638], [17.02531, -17.09267, 16.10177], [15.39840, -17.37899, 15.40866], [17.56636, -17.30208, 13.84305], [16.45995, -18.60069, 13.44632], [17.86571, -18.91458, 14.36517], [15.77497, -19.85727, 19.25858], [17.48511, -20.17298, 18.84223], [16.27517, -20.91324, 17.77197], [12.24249, -17.30765, 11.16875], [12.94471, -18.17335, 10.73769], [12.58422, -19.48968, 10.50305], [11.27679, -19.91411, 10.75275], [10.36050, -19.87573, 9.45026], [14.30754, -17.91030, 10.33169], [10.90292, -19.20345, 11.47810], [11.29081, -20.90467, 11.22038], [10.73685, -20.51929, 8.72979], [10.23724, -18.87170, 9.07624], [9.42878, -20.25612, 9.84721], [14.72584, -17.39023, 11.16801], [14.27514, -17.11564, 9.51104], [14.90984, -18.75252, 10.04702], [13.29788, -17.77711, 18.70465], [12.36744, -18.86797, 18.72962], [14.17863, -18.08808, 19.20461], [13.61514, -17.63174, 17.66502], [12.82199, -16.84762, 18.94233], [12.68125, -19.48671, 19.34634], [16.36334, -17.47058, 21.77155], [15.78142, -16.64435, 20.72494], [16.81736, -18.32534, 21.31243], [17.04133, -16.84192, 22.35421], [15.53472, -17.91426, 22.37602], [16.12789, -16.94498, 19.87671], [17.61033, -14.11119, 17.46456], [17.02540, -13.89440, 16.21434], [17.89406, -15.16117, 17.58382], [18.49852, -13.47354, 17.51399], [17.04969, -13.78259, 18.34973], [16.69705, -13.00605, 16.12811], [21.00687, -18.07345, 16.26787], [20.03513, -18.03088, 15.21873], [20.65728, -18.70871, 17.06498], [21.95904, -18.44150, 15.97695], [21.19788, -17.12558, 16.78246], [19.71846, -17.11070, 15.14328], [9.29770, -20.23817, 20.16899], [10.17687, -19.24113, 20.53355], [8.39073, -19.97368, 20.62298], [9.12198, -20.33381, 19.08002], [9.55062, -21.26550, 20.52166], [10.82986, -19.12934, 19.85353], [19.61260, -14.70359, 13.84084], [18.93993, -15.59183, 14.70847], [19.93802, -13.83108, 14.34538], [20.52719, -15.14609, 13.56489], [19.06578, -14.47674, 12.93021], [18.23258, -15.14637, 15.14043], [14.22770, -14.89027, 17.65278], [14.48875, -15.10216, 16.27333], [14.49175, -13.87254, 17.91720], [13.14912, -15.11068, 17.71746], [14.77064, -15.62431, 18.24160], [15.44957, -14.87938, 16.06924], [15.98037, -10.52938, 16.56520], [15.60722, -11.81795, 16.03343], [17.06655, -10.33490, 16.44646], [15.48283, -9.79403, 15.97911], [15.75585, -10.50446, 17.59132], [15.15976, -11.68025, 15.22528], [11.43043, -16.87333, 15.70132], [12.65794, -16.65473, 15.10028], [10.78438, -17.32366, 14.95426], [11.50158, -17.58078, 16.58416], [10.99871, -15.93361, 15.99826], [13.23159, -16.31029, 15.77056], [12.88520, -19.73817, 14.27238], [13.44024, -18.64246, 13.52327], [11.79188, -19.60699, 14.47218], [12.98811, -20.64193, 13.65695], [13.43919, -19.96743, 15.23452], [13.27097, -17.79728, 13.95637]],
  "homo_lumo_gap_ev": 10.149,
  "lumo_energy_ha": 0.0203,
  "total_energy_ha": -3040.7930,
  "homo_energy_ev": -9.6
}